Entry 1:
Formula: C20H19OPTi
Source: the Open Molecules 2025 dataset
Level of theory: ωB97M-V with the def2-TZVPD basis set

Structure (XYZ):
```
42
Properties=species:S:1:pos:R:3:nbo_charge:R:1
Ti -0.932 -1.296 -2.335 1.1196
P 1.319 0.495 0.144 0.8585
O -1.993 -0.563 -0.524 -0.4982
C -0.234 -1.995 0.136 -0.0769
C -0.170 -3.552 -1.724 -0.1904
C -0.054 0.309 4.038 -0.2152
C -1.483 0.422 -1.038 0.6123
C -1.987 2.852 -0.906 -0.1434
C 0.351 3.078 0.643 -0.1897
C 0.731 -1.184 -0.515 -0.3813
C 1.134 0.108 4.750 -0.1593
C -1.148 1.725 -0.652 -0.2361
C 2.386 0.051 2.675 -0.1887
C -1.696 4.033 -0.232 -0.1866
C 0.099 1.872 0.015 -0.2570
C 1.449 -1.762 -1.582 -0.1700
C 1.040 -2.987 -2.129 -0.1694
C 0.105 -1.399 -4.122 -0.9442
C -0.025 0.387 2.641 -0.1698
C -0.785 -3.089 -0.561 -0.2663
C -0.552 4.133 0.564 -0.1241
C 1.194 0.276 1.954 -0.4012
C 2.348 -0.028 4.067 -0.1888
H -0.343 5.043 1.113 0.2561
H 1.288 3.170 1.234 0.2572
H -1.687 0.294 -2.979 0.1374
H -0.570 -4.449 -2.217 0.2779
H -2.842 2.748 -1.556 0.2362
H -0.955 0.555 2.089 0.1951
H 2.307 -1.198 -1.975 0.2865
H 3.275 -0.194 4.623 0.2455
H -1.623 -3.629 -0.109 0.2868
H -2.391 4.889 -0.320 0.2618
H 1.109 0.058 5.841 0.2455
H -0.283 -0.445 -4.590 0.2532
H -0.553 -1.738 1.131 0.2789
H 1.600 -3.415 -2.959 0.2780
H -2.348 -0.186 -2.823 0.0712
H -1.004 0.414 4.555 0.2385
H 1.188 -1.527 -3.974 0.2634
H 3.323 -0.044 2.128 0.2335
H -0.590 -2.230 -4.520 0.2633
```

Values from the calculation:
* lowest unoccupied orbital energy: -8.87 eV
* E_HOMO: -14.6 eV
* calculated total energy: -2038.77916 a.u.
* gap between HOMO and LUMO: 5.7 eV
* multiplicity: 1
* total charge: +2

Entry 2:
Formula: C20H20BFN2O8
Source: the Open Molecules 2025 dataset
Level of theory: ωB97M-V with the def2-TZVPD basis set

Structure (XYZ):
```
52
Properties=species:S:1:pos:R:3:nbo_charge:R:1
F 1.916 -1.839 -0.185 -0.3236
O -1.472 -1.349 3.595 -0.3784
O -6.171 0.824 0.077 -0.3748
O 5.594 4.811 0.269 -0.9191
O 4.743 -1.264 0.618 -0.4838
O -6.199 -1.343 0.239 -0.3675
O 6.171 3.561 2.290 -0.9206
O -0.208 0.129 2.644 -0.3671
O 5.386 2.754 -2.165 -0.4819
N -0.392 -0.912 3.244 0.5340
N -6.627 -0.280 -0.174 0.5342
C 3.296 0.126 -0.780 -0.2172
C -3.569 -0.233 0.698 -0.1878
C -7.815 -0.339 -1.066 -0.4822
C 3.478 1.327 -1.634 -0.1000
C -2.873 -1.535 0.724 -0.2068
C -1.134 -3.282 -0.058 -0.6404
C 4.944 1.140 1.000 -0.1767
C -1.775 -1.867 -0.192 -0.0263
C 4.744 2.200 -1.314 0.5617
C 0.804 -1.731 3.580 -0.4834
C 4.367 -0.157 0.330 0.5378
C 2.136 -0.733 -0.959 0.4972
C -1.976 0.400 -1.202 -0.1606
C 1.374 0.774 -2.843 -0.1913
C 1.142 -0.401 -1.988 -0.0605
C -3.065 0.730 -0.291 -0.2524
C -0.162 -1.230 -2.232 -0.4580
C -1.296 -0.909 -1.211 -0.0489
C 5.116 2.251 0.213 -0.4582
C 2.539 1.661 -2.688 -0.1859
B 5.660 3.568 0.955 1.1875
H 5.183 1.205 2.087 0.2416
H -3.247 -2.260 1.485 0.2204
H -4.414 -0.021 1.388 0.2419
H -1.825 -4.036 0.396 0.2240
H 0.630 1.018 -3.645 0.2255
H 0.840 -1.828 4.663 0.2325
H 2.710 2.554 -3.337 0.2458
H -3.569 1.728 -0.345 0.2210
H 0.030 -2.336 -2.298 0.2400
H -0.165 -3.266 0.522 0.2181
H -7.541 -0.931 -1.937 0.2366
H -1.621 1.157 -1.937 0.1968
H 4.722 5.186 0.510 0.4959
H -0.545 -0.896 -3.241 0.2282
H 1.689 -1.224 3.208 0.2292
H 0.683 -2.700 3.101 0.2363
H -0.894 -3.640 -1.098 0.2089
H -8.085 0.672 -1.355 0.2303
H -8.620 -0.810 -0.507 0.2349
H 5.365 3.576 2.846 0.4932
```

Values from the calculation:
* lowest unoccupied orbital energy: -1.08 eV
* E_HOMO: -8.4 eV
* calculated total energy: -1610.05211 a.u.
* gap between HOMO and LUMO: 7.4 eV
* multiplicity: 1
* SMILES string: Cc1ccccc1Cc1ccc2c(c1F)C(=O)C=C(B(O)O)C2=O.C[N+](=O)[O-].C[N+](=O)[O-]

Entry 3:
Formula: C20H20BrN2O3P
Source: the Open Molecules 2025 dataset
Level of theory: ωB97M-V with the def2-TZVPD basis set

Structure (XYZ):
```
47
Properties=species:S:1:pos:R:3:nbo_charge:R:1
Br 4.738 -2.411 1.574 -0.0447
P -4.076 0.658 2.076 1.3321
O 1.079 2.610 1.162 -0.4981
O -3.582 -2.287 0.353 -0.5543
O 0.267 1.114 -3.256 -0.4998
N -4.314 -0.392 -0.813 -0.4980
N -4.266 2.067 2.750 -1.3034
C 1.908 0.814 -0.191 -0.1245
C -0.566 1.160 0.161 -0.1524
C -1.562 1.144 1.096 -0.1283
C -5.921 -2.171 0.069 -0.7264
C 5.837 0.229 1.595 -0.4327
C 5.266 -0.764 0.560 -0.1884
C -4.516 -0.702 -2.244 -0.4261
C 3.792 -0.724 -1.434 -0.1225
C 1.703 0.362 -1.480 -0.1189
C 2.648 -0.393 -2.122 -0.1874
C -2.010 0.213 -1.456 -0.2344
C 7.108 0.963 1.044 -0.6079
C 0.385 0.758 -2.099 0.5491
C -4.500 -1.648 -0.118 0.7133
C -2.801 0.645 0.762 -0.3577
C 3.054 0.476 0.478 -0.1166
C -3.019 0.155 -0.527 0.1931
C -0.773 0.712 -1.126 -0.0177
C 4.001 -0.317 -0.136 -0.0885
C 0.830 1.649 0.463 0.5703
H 6.026 -1.108 -0.137 0.2263
H 6.850 2.017 0.912 0.2140
H -6.666 -1.554 -0.444 0.2220
H -5.231 2.365 2.647 0.3737
H 7.905 0.889 1.785 0.2185
H 6.129 -0.351 2.471 0.2259
H 7.401 0.542 0.081 0.2027
H -5.971 -3.198 -0.295 0.2471
H -3.646 -0.273 3.053 -0.0592
H -1.329 1.522 2.088 0.2489
H -4.479 0.200 -2.857 0.2264
H -5.537 -1.086 -2.344 0.2162
H -2.149 -0.157 -2.465 0.2326
H -3.838 -1.486 -2.604 0.1933
H -6.185 -2.149 1.129 0.2503
H 2.462 -0.703 -3.145 0.2338
H 3.165 0.854 1.489 0.2254
H 5.122 0.980 1.925 0.2162
H 4.519 -1.346 -1.950 0.2097
H -5.261 0.124 1.518 -0.0532
```

Values from the calculation:
* lowest unoccupied orbital energy: -0.74 eV
* E_HOMO: -8.7 eV
* calculated total energy: -4024.68496 a.u.
* gap between HOMO and LUMO: 7.9 eV
* multiplicity: 1
* SMILES string: CC[C@@H](Br)c1ccc2c(c1)C(=O)c1cc([PH2]=N)c(N(C)C(C)=O)cc1C2=O

Entry 4:
Formula: C20H20ClF4N3O5Tc
Source: the Open Molecules 2025 dataset
Level of theory: ωB97M-V with the def2-TZVPD basis set

Structure (XYZ):
```
54
Properties=species:S:1:pos:R:3:mulliken_spin:R:1
Tc -2.929 1.557 -3.534 1.0115
Cl -2.071 3.860 -3.927 0.0019
F -2.100 0.110 -7.768 0.0003
F -2.799 2.143 -8.067 0.0000
F 2.534 2.171 0.499 0.0001
F -4.226 0.523 -7.859 0.0000
O -1.643 1.357 -1.995 0.0024
O -4.570 -1.645 -1.699 0.0005
O -1.997 1.059 -5.254 -0.0235
O -4.075 1.647 -5.344 -0.0085
O -3.937 0.069 -2.947 0.0481
N 5.062 0.614 3.961 0.0000
N -1.250 -1.803 0.581 0.0015
N 2.948 0.071 2.174 0.0000
C -3.754 -0.809 -1.953 0.0094
C -2.284 -1.735 -0.253 0.0053
C -1.553 0.332 -1.218 -0.0138
C -0.274 -0.814 0.557 -0.0032
C 4.282 0.309 1.653 -0.0001
C -3.561 3.427 -3.058 -0.0548
C -1.292 -2.763 2.942 0.0001
C -3.053 0.981 -7.465 0.0022
C 1.824 0.089 1.350 0.0009
C 0.558 1.267 -0.355 0.0134
C -1.111 -2.956 1.464 -0.0001
C -3.067 1.233 -5.947 0.0017
C -0.421 0.259 -0.332 0.0044
C -2.487 -0.712 -1.152 0.0074
C 3.678 0.295 4.469 0.0000
C 5.043 1.234 2.583 0.0000
C 0.858 -0.899 1.380 -0.0014
C -2.328 -3.497 2.146 0.0001
C 1.627 1.178 0.474 -0.0002
C 2.950 -0.584 3.461 0.0000
H 0.446 2.119 -1.011 -0.0036
H 3.166 1.246 4.594 0.0000
H 4.545 2.197 2.674 0.0000
H -3.272 -2.993 1.991 -0.0001
H 0.984 -1.756 2.025 0.0000
H -2.398 -4.571 2.240 0.0000
H -3.005 -2.539 -0.207 -0.0006
H 5.533 1.240 4.617 0.0000
H -3.479 3.704 -2.011 -0.0010
H -0.364 -3.657 1.114 0.0000
H 4.826 -0.644 1.560 0.0001
H 3.783 -0.196 5.434 0.0000
H 5.619 -0.244 3.934 0.0000
H -1.555 -1.769 3.279 0.0000
H 4.247 0.751 0.664 0.0000
H 1.932 -0.725 3.817 0.0001
H 6.074 1.377 2.268 0.0000
H 3.429 -1.575 3.419 0.0000
H -0.649 -3.326 3.605 0.0000
H -4.442 3.794 -3.573 -0.0004
```

Values from the calculation:
* lowest unoccupied orbital energy (alpha / beta): -6.35 / -6.43 eV
* E_HOMO (alpha / beta): -14.3 / -14.0 eV
* calculated total energy: -2254.53510 a.u.
* gap between HOMO and LUMO (alpha / beta): 7.9 / 7.6 eV
* multiplicity: 2
* ⟨S²⟩: 0.76
* total charge: +2

Entry 5:
Formula: C20H20F3N3S
Source: the Open Molecules 2025 dataset
Level of theory: ωB97M-V with the def2-TZVPD basis set

Structure (XYZ):
```
47
Properties=species:S:1:pos:R:3:nbo_charge:R:1
S -4.186 2.267 -2.496 0.4607
F 5.029 1.359 3.475 -0.3264
F 4.798 3.491 3.312 -0.3211
F 6.177 2.456 2.026 -0.3264
N -1.185 -0.131 -0.457 -0.3523
N 1.291 -1.258 -0.088 -0.4687
N -1.992 0.695 -1.105 -0.2723
C -1.807 -1.253 -0.037 0.1582
C 2.089 2.985 0.215 -0.1948
C -3.119 -1.135 -0.436 -0.3275
C -4.330 0.722 -1.720 -0.2238
C 1.280 -1.613 1.320 -0.2309
C 4.955 2.372 2.592 0.9643
C -5.854 2.248 -2.914 -0.4156
C 3.875 2.163 1.571 -0.0778
C -5.612 0.249 -1.799 -0.2383
C -0.169 -1.755 1.805 -0.4002
C -0.244 -3.194 -0.241 -0.4020
C -1.087 -2.330 0.707 -0.2516
C 0.866 -2.381 -0.916 -0.2218
C 1.942 1.729 -0.346 -0.1897
C -6.481 1.123 -2.481 -0.2609
C 3.058 3.212 1.178 -0.2071
C -3.187 0.109 -1.105 0.0936
C 2.758 0.673 0.049 -0.0251
C 3.730 0.899 1.012 -0.2069
C 2.556 -0.697 -0.540 -0.2333
H -1.848 -2.968 1.167 0.2309
H -0.550 -0.782 2.118 0.2178
H 1.837 -2.548 1.496 0.1679
H 1.776 -0.822 1.885 0.2187
H 1.447 3.792 -0.100 0.2250
H -6.271 3.074 -3.455 0.2320
H -0.190 0.036 -0.343 0.4392
H -7.525 0.922 -2.642 0.2209
H -0.182 -2.410 2.678 0.2157
H -0.881 -3.639 -1.007 0.2268
H 0.509 -1.971 -1.866 0.2041
H -3.917 -1.830 -0.274 0.2229
H 0.191 -4.008 0.342 0.2049
H 3.179 4.188 1.622 0.2334
H 2.506 -0.615 -1.630 0.2157
H 1.191 1.572 -1.105 0.2200
H 3.408 -1.350 -0.285 0.1798
H 4.378 0.097 1.333 0.2256
H -5.921 -0.692 -1.382 0.2168
H 1.713 -3.053 -1.137 0.1799
```

Values from the calculation:
* lowest unoccupied orbital energy: 0.62 eV
* E_HOMO: -7.8 eV
* calculated total energy: -1636.19989 a.u.
* gap between HOMO and LUMO: 8.5 eV
* multiplicity: 1
* SMILES string: FC(F)(F)c1cccc(CN2CCC(c3cc(-c4cccs4)n[nH]3)CC2)c1

Entry 6:
Formula: C20H20FN7
Source: the Open Molecules 2025 dataset
Level of theory: ωB97M-V with the def2-TZVPD basis set

Structure (XYZ):
```
48
Properties=species:S:1:pos:R:3:nbo_charge:R:1
F 3.836 -1.945 -2.754 -0.3350
N -0.508 1.003 0.420 -0.5554
N 1.012 -0.308 -0.852 -0.5383
N -1.640 0.231 2.289 -0.5511
N -0.139 -2.429 1.711 -0.2312
N 0.638 -3.208 1.071 -0.0290
N 1.201 -2.566 0.035 -0.1888
N -1.101 3.171 3.929 -0.4178
C 0.567 1.968 -1.499 -0.4443
C -0.127 -1.213 1.104 -0.0500
C -0.668 3.658 5.078 0.0464
C 2.091 -3.200 -0.899 -0.2376
C 1.688 -2.818 -2.299 -0.1323
C -0.766 0.033 1.293 0.4497
C 2.192 -1.759 -4.422 -0.3010
C 0.897 -1.992 -4.847 -0.1894
C 0.344 0.802 -0.585 0.4760
C 2.567 -2.172 -3.157 0.4805
C -0.773 1.019 -3.417 -0.6083
C -1.775 2.031 3.933 0.2007
C 0.000 -2.638 -4.013 -0.2233
C -2.046 1.330 5.106 -0.2563
C -2.231 1.513 2.591 -0.2643
C 0.747 -1.292 0.003 0.3326
C -1.586 1.842 6.307 -0.1625
C 0.582 1.551 -2.970 -0.3896
C 0.395 -3.047 -2.752 -0.1756
C -0.879 3.034 6.298 -0.2610
H -3.324 1.420 2.583 0.2020
H -1.039 0.137 -2.840 0.2061
H -2.610 0.410 5.078 0.2109
H 2.911 -1.256 -5.049 0.2303
H -0.308 -3.545 -2.100 0.2187
H 2.011 -4.279 -0.735 0.2416
H 0.857 2.413 -3.581 0.1989
H -1.912 2.204 1.810 0.2682
H 1.337 0.775 -3.105 0.2181
H 3.120 -2.882 -0.701 0.2317
H 0.589 -1.667 -5.829 0.2185
H -0.127 4.593 5.011 0.1943
H -1.546 1.772 -3.274 0.1996
H 1.532 2.413 -1.241 0.2279
H -0.504 3.468 7.212 0.2213
H -1.757 -0.527 2.945 0.4048
H -0.747 0.744 -4.469 0.2064
H -0.212 2.706 -1.308 0.2201
H -1.779 1.322 7.234 0.2184
H -1.011 -2.821 -4.344 0.2183
```

Values from the calculation:
* lowest unoccupied orbital energy: 0.79 eV
* E_HOMO: -8.5 eV
* calculated total energy: -1257.30745 a.u.
* gap between HOMO and LUMO: 9.3 eV
* multiplicity: 1
* SMILES string: CCCc1nc(NCc2ccccn2)c2nnn(Cc3ccccc3F)c2n1

Entry 7:
Formula: C20H20FeN5O7P2
Source: the Open Molecules 2025 dataset
Level of theory: ωB97M-V with the def2-TZVPD basis set

Structure (XYZ):
```
55
Properties=species:S:1:pos:R:3:mulliken_spin:R:1
Fe 0.079 0.048 -0.073 3.7490
P -0.122 -2.848 -1.085 -0.0005
P 0.504 -0.597 -2.987 0.0140
O -1.068 -3.971 -1.200 0.0025
O -0.343 -1.828 -2.316 -0.0003
O -0.040 -2.013 0.170 0.0328
O 1.395 -3.404 -1.376 0.0027
O 1.955 -1.260 -3.171 0.0016
O -0.068 -0.217 -4.279 0.0035
O 0.600 0.471 -1.887 0.0693
N -0.303 1.191 1.604 0.1220
N -2.836 1.100 0.306 -0.0256
N -2.132 0.051 -0.158 0.0343
N 1.950 -0.556 2.114 -0.0116
N 2.168 -0.090 0.861 0.0100
C -1.079 4.798 1.102 0.0008
C -2.822 3.506 0.148 0.0006
C 3.141 -2.109 1.113 0.0022
C 1.368 0.272 3.128 0.0155
C -2.958 6.008 -0.094 0.0000
C 2.881 -1.031 0.257 0.0152
C -2.288 4.756 0.410 0.0049
C 2.517 -1.766 2.287 0.0112
C 1.934 0.198 4.393 -0.0024
C -0.193 1.857 3.954 0.0090
C -4.316 -0.468 -0.088 0.0029
C 1.447 0.921 5.470 0.0069
C 0.362 1.755 5.215 -0.0026
C 0.282 1.128 2.842 0.0115
C 2.058 0.795 6.841 0.0000
C -2.196 2.343 0.578 0.0269
C -3.016 -0.906 -0.393 -0.0058
C -0.978 2.364 1.266 -0.1004
C -4.155 0.822 0.354 0.0024
C -0.441 3.638 1.502 -0.0083
H 3.647 -3.030 0.885 -0.0004
H 1.699 -0.092 7.369 0.0003
H -2.695 -1.871 -0.750 0.0003
H 2.070 -2.036 -2.599 0.0006
H -0.063 2.342 6.024 -0.0005
H 2.805 -0.436 4.527 -0.0005
H 1.306 -4.268 -1.791 0.0002
H 2.411 -2.297 3.218 0.0020
H -5.234 -1.023 -0.163 0.0006
H 0.511 3.693 2.015 0.0012
H 3.132 -0.904 -0.785 0.0011
H 1.815 1.662 7.458 0.0001
H -4.038 5.972 0.061 0.0001
H -2.575 6.890 0.422 0.0000
H 3.146 0.722 6.787 0.0001
H -2.786 6.153 -1.163 0.0003
H -1.044 2.509 3.805 0.0011
H -0.614 5.756 1.306 0.0001
H -4.860 1.547 0.722 -0.0005
H -3.740 3.420 -0.424 -0.0004
```

Values from the calculation:
* lowest unoccupied orbital energy (alpha / beta): 2.67 / 2.67 eV
* E_HOMO (alpha / beta): -4.4 / -4.4 eV
* calculated total energy: -3521.47404 a.u.
* gap between HOMO and LUMO (alpha / beta): 7.1 / 7.1 eV
* multiplicity: 5
* ⟨S²⟩: 6.01
* total charge: -1

Entry 8:
Formula: C20H20N2O5
Source: the Open Molecules 2025 dataset
Level of theory: ωB97M-V with the def2-TZVPD basis set

Structure (XYZ):
```
47
Properties=species:S:1:pos:R:3:nbo_charge:R:1
O 2.582 4.173 -1.489 -0.5877
O -1.343 -1.037 -0.697 -0.5587
O -3.112 1.799 2.401 -0.5461
O 3.940 -2.817 1.324 -0.4881
O -5.297 -1.141 -1.779 -0.5368
N -2.477 0.181 0.892 -0.4768
N 3.437 2.125 -1.160 -0.6279
C 1.229 2.643 -0.279 -0.1198
C -4.823 -0.039 -1.046 -0.0610
C 3.564 0.874 -0.534 0.1819
C 4.109 -0.188 -1.244 -0.2251
C -4.876 -0.210 0.482 -0.4487
C -1.451 -0.052 -0.010 0.6791
C 3.329 -0.564 1.375 -0.2287
C 2.466 3.063 -1.010 0.6573
C 4.253 -1.435 -0.663 -0.2948
C 3.194 0.678 0.796 -0.2399
C -2.350 1.391 1.563 0.6859
C 4.455 -3.941 0.650 -0.2531
C -1.110 2.008 1.030 -0.1276
C -0.506 3.214 1.317 -0.1707
C 3.852 -1.639 0.654 0.2959
C -0.567 1.135 0.082 -0.0638
C 0.668 3.524 0.640 -0.1519
C 0.599 1.433 -0.586 -0.1679
C -3.579 -0.733 1.106 -0.2267
C -4.463 -2.277 -1.772 -0.2588
H 4.420 -0.040 -2.268 0.2136
H -3.279 -1.690 0.676 0.2305
H 4.421 -4.756 1.371 0.2032
H 1.169 4.464 0.821 0.2365
H 4.676 -2.235 -1.247 0.2234
H -3.800 0.214 -1.363 0.1580
H -3.721 -0.844 2.185 0.2210
H -3.412 -2.004 -1.909 0.1855
H -5.102 0.755 0.939 0.2252
H -5.688 -0.896 0.726 0.2237
H 3.844 -4.202 -0.220 0.1780
H 1.001 0.756 -1.324 0.2423
H 2.812 1.502 1.377 0.2242
H 4.182 2.391 -1.793 0.4122
H -4.569 -2.851 -0.844 0.1566
H -0.936 3.892 2.037 0.2377
H 5.491 -3.781 0.335 0.1759
H -4.788 -2.898 -2.606 0.1916
H -5.485 0.780 -1.339 0.1936
H 3.043 -0.727 2.402 0.2275
```

Values from the calculation:
* lowest unoccupied orbital energy: -0.67 eV
* E_HOMO: -8.4 eV
* calculated total energy: -1259.87655 a.u.
* gap between HOMO and LUMO: 7.8 eV
* multiplicity: 1
* SMILES string: COCCCN1C(=O)c2ccc(C(=O)Nc3ccc(OC)cc3)cc2C1=O

no.,molecular weight (u)
1,354.21
2,446.20
3,447.27
4,591.84
5,391.46
6,377.43
7,560.20
8,368.39